Record 1
Molecular formula: C42H79ClF5NO11S
Method: DFT, the ωB97M-V functional and the def2-TZVPD basis

```
140
Properties=species:S:1:pos:R:3:forces:R:3
C -1.757420 -0.862562 1.427709 -0.64 0.18 0.20
C -2.031176 -2.334418 1.115337 1.02 0.74 -0.21
C -0.850676 -3.068799 0.365932 -1.21 -0.10 0.97
C 0.014098 -3.712043 1.455372 0.69 0.32 0.77
N 0.473585 -2.745838 2.492659 -0.03 -0.52 -0.31
O -0.281367 -2.091936 -0.466744 0.42 -0.87 0.05
C 1.060885 -2.177274 -0.932673 1.70 0.78 -1.45
C 1.099297 -1.174038 -2.136825 -1.33 0.17 0.72
C 0.181704 0.054096 -1.943408 0.10 0.11 -0.45
C -1.126299 0.004518 -2.737073 0.76 0.99 0.40
S -0.813375 0.174245 -4.524882 -0.22 -0.31 -0.54
C 1.522176 -3.537290 -1.490838 0.27 -0.05 -0.35
C 2.702281 -3.473450 -2.485855 -0.08 -1.36 0.69
C 3.190173 -4.922039 -2.697433 -0.24 0.98 -0.75
Cl 4.249483 -5.461987 -1.376331 -0.11 -0.19 0.03
C 2.170470 -1.686216 0.039659 -0.91 -0.37 0.59
C 1.889962 -0.348821 0.723537 0.58 -0.02 0.17
C 2.591898 -0.216220 2.068121 0.38 0.44 0.29
C 2.683006 1.254275 2.564959 -0.62 -0.54 0.34
O 2.120707 2.190217 1.653183 0.81 0.32 0.20
C 3.169897 2.834639 0.946085 -0.27 -0.13 -0.19
C -1.559424 -4.252662 -0.390410 -0.42 0.65 0.41
F -2.460299 -4.766431 0.522248 0.18 -0.33 0.08
F -0.713945 -5.289033 -0.632044 0.24 -0.02 -0.42
C -2.369970 -3.876299 -1.611303 0.83 -0.44 0.69
C -3.726564 -3.884876 -1.539996 -0.83 -0.25 1.53
C -4.484275 -3.568273 -2.613955 -1.92 0.25 -0.65
C -3.928302 -3.264514 -3.815252 -0.66 0.25 -0.83
C -2.571264 -3.280787 -3.896271 0.39 0.73 -1.70
C -1.931353 -2.995228 -5.229010 -0.43 -1.15 -0.33
F -2.342132 -3.958830 -6.115840 0.14 0.34 0.13
F -2.307261 -1.830186 -5.759082 -0.06 -0.25 -0.10
F -0.596738 -3.083801 -5.193040 0.02 0.34 -0.07
C -1.815791 -3.559591 -2.819652 2.24 -0.18 0.41
H -0.975298 -0.706130 2.162558 0.23 -0.10 -0.13
H -2.675346 -0.456015 1.861676 -0.02 0.04 0.04
H -1.566248 -0.265494 0.541040 0.16 -0.06 -0.11
H -2.180840 -2.837693 2.064496 -0.38 -0.25 -0.05
H -2.940209 -2.354933 0.522278 -0.11 -0.28 -0.01
H -0.584980 -4.459346 1.970482 -0.23 -0.26 -0.41
H 0.894785 -4.237504 1.093620 -0.13 0.06 -0.38
H 1.395685 -3.060145 2.776881 0.01 0.19 0.17
H -0.111825 -2.887193 3.308282 0.06 0.23 0.07
H 0.746708 -1.683940 -3.033362 0.18 -0.02 -0.18
H 2.107773 -0.810461 -2.290259 0.23 -0.27 -0.14
H -0.051030 0.275285 -0.907700 0.06 -0.21 0.10
H 0.723186 0.925738 -2.316811 -0.01 0.15 0.09
H -1.707531 0.881142 -2.453103 -0.13 0.00 0.01
H -1.736737 -0.866165 -2.504213 0.18 -0.25 -0.34
H 0.461532 0.577498 -4.657286 -0.01 0.02 0.75
H 0.739558 -4.056495 -2.040015 -0.17 0.11 0.20
H 1.855739 -4.231161 -0.717954 -0.21 0.15 0.27
H 3.554462 -2.938319 -2.076437 -0.05 0.45 -0.29
H 2.391087 -3.132687 -3.469350 0.09 0.44 0.02
H 2.327897 -5.571859 -2.816062 0.10 -0.35 0.29
H 3.746035 -4.948585 -3.630352 0.31 -0.26 0.11
H 3.085228 -1.564543 -0.533410 0.07 -0.14 -0.18
H 2.397403 -2.485923 0.748073 -0.13 0.10 0.26
H 2.295080 0.430975 0.079256 -0.25 0.12 -0.13
H 0.835412 -0.138184 0.861391 -0.11 -0.19 -0.04
H 3.602471 -0.631939 2.033548 0.05 -0.04 -0.25
H 2.077726 -0.781588 2.838867 -0.20 -0.21 -0.10
H 2.128003 1.344356 3.500374 -0.16 0.08 -0.04
H 3.715748 1.494578 2.820891 0.09 0.24 -0.19
H 2.739427 3.488101 0.189975 -0.11 0.01 0.03
H 3.792317 3.428042 1.619720 0.03 0.05 0.04
H 3.801448 2.090805 0.448049 0.08 0.06 -0.06
H -4.257443 -4.119647 -0.632794 0.20 -0.11 0.24
H -5.560098 -3.558648 -2.519844 -0.11 -0.04 0.06
H -4.519669 -3.019198 -4.684348 -0.15 -0.01 -0.02
H -0.745583 -3.530415 -2.955863 -0.02 -0.05 0.14
C -3.804385 8.092771 -5.045974 -0.08 -0.13 -0.04
O -3.715555 6.883552 -5.764765 0.28 0.03 0.09
C -3.303674 7.072363 -7.108484 -0.22 -0.13 0.14
C -2.598153 5.843644 -7.639957 0.06 -0.03 -0.12
O -1.270394 5.680798 -7.161033 -0.04 0.02 0.03
C -1.103990 5.258099 -5.813634 0.14 0.02 -0.01
C -1.452931 3.806009 -5.570163 -0.28 0.07 0.22
O -2.859454 3.627507 -5.519926 -0.05 0.05 -0.30
C -3.263902 2.330979 -5.914573 -0.13 0.15 0.16
H -4.612479 8.723031 -5.434691 0.05 0.10 0.02
H -4.015990 7.845672 -4.006998 -0.06 -0.03 -0.02
H -2.856729 8.642238 -5.084979 -0.04 0.07 -0.03
H -2.629811 7.933885 -7.185138 0.01 0.00 -0.01
H -4.197991 7.264912 -7.716901 0.10 0.08 -0.14
H -2.493218 5.969991 -8.720279 0.04 0.04 0.01
H -3.191731 4.942840 -7.477324 -0.08 0.06 0.18
H -1.635493 5.914943 -5.123386 -0.17 -0.11 0.01
H -0.036217 5.376183 -5.612483 0.01 -0.02 -0.06
H -1.035123 3.491223 -4.604957 0.20 -0.04 -0.09
H -1.017011 3.190075 -6.365318 0.04 -0.01 0.01
H -2.907314 2.101082 -6.925813 0.06 -0.08 0.04
H -4.353253 2.310870 -5.919589 0.00 0.08 0.02
H -2.891397 1.580182 -5.215619 -0.06 -0.03 -0.15
C 7.233485 -4.190213 5.597414 -0.06 0.02 0.14
O 6.009034 -4.021290 6.277143 -0.09 -0.17 -0.22
C 5.243808 -2.942244 5.769231 0.11 -0.09 0.26
C 3.766092 -3.165584 6.004682 -0.12 0.11 -0.06
O 3.173075 -4.117732 5.129578 0.01 0.00 0.01
C 3.481274 -5.489947 5.348382 -0.08 -0.05 -0.17
C 2.831557 -6.083899 6.578851 0.29 -0.06 0.18
O 3.511449 -5.679378 7.756340 -0.11 0.27 -0.03
C 2.671461 -5.652813 8.888506 0.11 -0.08 -0.05
H 7.904090 -3.342970 5.779567 0.04 0.00 -0.10
H 7.699037 -5.098678 5.975093 0.00 0.03 0.06
H 7.070278 -4.306912 4.519931 0.05 0.07 -0.02
H 5.421056 -2.818957 4.693977 -0.02 0.01 -0.01
H 5.555810 -2.025764 6.288483 -0.08 0.12 -0.14
H 3.254206 -2.225206 5.784403 0.01 -0.01 -0.05
H 3.560258 -3.405579 7.048478 0.17 -0.11 0.03
H 4.558496 -5.658875 5.346697 0.03 0.02 0.20
H 3.073669 -6.011232 4.478707 -0.05 0.04 0.01
H 2.880481 -7.179296 6.518292 -0.17 -0.01 -0.13
H 1.780768 -5.773773 6.617954 -0.02 -0.01 -0.03
H 1.811800 -4.992630 8.724000 -0.05 -0.06 0.01
H 3.251169 -5.264004 9.723521 0.04 -0.04 -0.02
H 2.317062 -6.659177 9.138406 -0.09 0.03 0.04
C -2.528269 3.395395 -0.443803 -0.05 -0.05 0.18
O -2.329942 3.675743 0.922991 0.03 0.31 -0.15
C -0.958347 3.644076 1.292596 -0.27 -0.22 0.11
C -0.694401 4.539970 2.480513 0.15 0.02 0.08
O -0.671567 5.929135 2.171157 -0.04 -0.02 0.01
C -1.912863 6.564742 1.900953 0.10 0.10 -0.06
C -2.782800 6.774040 3.121459 -0.26 -0.20 -0.10
O -3.417504 5.564668 3.506819 0.24 -0.10 0.10
C -3.703492 5.515641 4.885544 -0.07 0.01 -0.14
H -2.261211 2.356037 -0.673846 0.04 0.03 -0.09
H -3.583294 3.547449 -0.665522 -0.01 -0.05 0.03
H -1.941273 4.074370 -1.073461 0.04 -0.07 -0.05
H -0.326769 3.964005 0.455312 0.01 -0.01 0.00
H -0.700244 2.610238 1.555901 0.24 0.04 -0.04
H 0.312368 4.313685 2.838639 0.02 0.01 -0.07
H -1.383662 4.328140 3.299410 -0.16 -0.03 -0.12
H -2.458755 6.050302 1.108730 -0.11 -0.12 0.12
H -1.644956 7.552817 1.518329 0.04 0.00 0.04
H -3.566367 7.506594 2.884511 0.13 0.16 0.03
H -2.166518 7.160798 3.941290 0.02 0.02 -0.01
H -2.792437 5.649930 5.480520 -0.03 0.06 0.04
H -4.117645 4.533079 5.104623 -0.04 0.01 -0.05
H -4.437141 6.281592 5.162508 0.03 0.01 0.10
```
Positions in Å, forces in eV/Å.

Computed properties:
Orbital gap   9.1210 eV
F_max   2.4 eV/Å
Total energy   -3887.61390 a.u.
HOMO level   -8.65 eV

---

Record 2
Molecular formula: C20H31Cl8F9O6
Method: DFT, the ωB97M-V functional and the def2-TZVPD basis

```
74
Properties=species:S:1:pos:R:3:forces:R:3
C 29.290480 27.445230 8.042100 4.93 8.99 -0.85
C 30.127650 27.686310 9.338850 3.98 5.92 -4.01
O 29.263560 28.185740 10.388370 3.09 2.94 1.86
C 29.384120 29.462170 10.763840 4.18 2.65 -4.05
O 30.144610 30.276280 10.185650 -2.54 -2.39 2.59
C 28.557150 29.922520 11.936370 -0.78 3.22 1.23
F 28.097750 28.913030 12.627390 -0.94 -0.79 0.24
F 29.254450 30.702790 12.813930 0.29 -1.00 -0.90
F 27.533740 30.806250 11.569080 1.05 -1.96 0.10
H 30.052380 27.287440 7.278750 -0.23 -0.86 -0.22
H 28.892790 28.421210 7.763890 0.77 0.04 -0.06
H 28.470800 26.753690 8.237000 2.07 11.72 -4.28
H 30.930400 28.374980 9.075350 -0.65 1.09 0.32
H 30.677500 26.814080 9.692370 3.12 4.69 -1.66
C 26.818270 23.574840 13.103230 -6.78 0.47 3.53
C 25.267810 23.504930 13.098910 1.66 -1.05 0.63
O 24.741790 24.697410 13.633500 0.19 0.98 0.83
C 23.484940 25.071270 13.483030 -0.16 -1.49 -0.46
O 22.694960 24.578810 12.701050 0.81 1.14 1.37
C 23.175380 26.229020 14.511380 0.05 -0.62 -1.24
F 24.253990 26.743890 15.149270 -1.24 -0.86 -0.19
F 22.695010 27.189210 13.718480 -0.58 0.54 0.68
F 22.235160 25.773310 15.380810 1.03 0.93 -0.50
H 27.187370 22.746040 12.499100 -2.30 -0.05 -0.04
H 27.349090 23.586260 14.055180 -2.03 -0.22 1.15
H 27.124090 24.482740 12.583340 -2.42 -0.66 4.94
H 25.104070 22.695220 13.810020 -1.12 -0.13 -0.30
H 24.888180 23.310190 12.095890 -0.14 -0.08 0.10
C 27.400250 21.387250 8.750690 -0.45 1.04 2.52
C 27.618450 22.198650 10.052650 0.26 -2.16 -2.09
O 28.002070 23.494270 9.551990 0.37 0.89 0.76
C 27.985310 24.498360 10.382500 0.81 0.75 -3.97
O 27.649980 24.476570 11.505800 4.11 2.61 -6.55
C 28.496120 25.857270 9.750370 -2.10 -4.57 2.64
F 28.347620 25.835450 8.401280 -5.02 -18.75 4.60
F 27.800450 26.845470 10.347110 2.28 -13.88 3.82
F 29.748320 26.007840 10.015250 -4.56 -9.96 4.34
H 26.482510 21.624220 8.212450 1.71 0.16 2.00
H 27.325270 20.326140 8.988400 -1.45 2.23 0.45
H 28.219290 21.362730 8.031890 -0.11 1.49 0.66
H 28.450670 21.772190 10.612660 -0.31 0.08 -0.18
H 26.751810 22.102450 10.706690 -0.21 0.94 -0.18
Cl 25.468820 21.744200 6.868140 -2.14 0.39 -3.19
C 24.450970 22.948940 7.665050 -0.78 0.96 -0.41
C 24.713700 24.389060 7.243610 0.40 0.10 -0.02
Cl 26.160580 25.059830 8.040300 -1.26 -0.59 -0.83
H 24.545210 22.882510 8.748940 -0.20 -0.40 -0.08
H 23.464980 22.707930 7.267760 -0.17 -0.04 0.68
H 23.970990 25.124800 7.552100 -0.54 -0.65 -0.19
H 24.887970 24.443630 6.169020 -0.06 0.12 0.11
Cl 27.442550 29.758140 8.693020 -0.32 2.10 -0.45
C 26.777290 28.322210 9.412530 -2.58 3.12 -1.81
C 25.540340 28.665100 10.199130 0.27 0.00 -1.36
Cl 24.357660 29.384320 9.042290 -0.54 -0.02 0.40
H 27.513280 27.807110 10.029860 -2.85 7.93 -2.75
H 26.627120 27.694900 8.533870 -0.66 -0.25 0.30
H 25.835570 29.430540 10.916790 -0.61 -0.28 0.19
H 25.088780 27.753810 10.591250 -0.05 0.27 0.37
Cl 28.640720 20.907500 13.306730 -0.43 -0.55 0.08
C 29.053240 22.621390 13.235560 3.28 -0.58 0.00
C 30.011260 22.869270 12.097900 -0.01 0.08 -0.46
Cl 31.427410 21.821320 12.089950 1.08 -0.16 0.36
H 29.462710 22.886250 14.210390 0.31 -0.01 -0.11
H 28.095010 23.124360 13.105500 4.44 -0.82 -0.03
H 30.299260 23.919540 12.052260 0.27 -0.05 0.26
H 29.629510 22.599310 11.113270 -0.20 0.59 0.61
Cl 28.390240 19.313190 7.834450 1.69 -4.17 -2.57
C 28.581810 18.996900 9.553130 1.04 -0.31 0.05
C 29.054970 17.611880 9.876440 0.44 -0.54 1.01
Cl 27.866550 16.257040 9.775030 0.41 0.74 -0.16
H 27.680420 19.391100 10.022380 0.20 -1.08 0.60
H 29.401780 19.645860 9.860710 0.01 0.12 0.16
H 29.433480 17.645030 10.898080 -0.59 -0.05 0.39
H 29.987130 17.339160 9.381670 -0.47 0.00 -0.79
```
Positions in Å, forces in eV/Å.

Computed properties:
Orbital gap   8.6356 eV
F_max   19.9 eV/Å
Total energy   -5811.46422 a.u.
Energy relative to the best compared isomer or geometry (same formula, charge and spin)   2718.24 kJ/mol
HOMO level   -9.01 eV

---

Record 3
Molecular formula: C26H27N2O6
Method: DFT, the ωB97M-V functional and the def2-TZVPD basis

```
61
Properties=species:S:1:pos:R:3:forces:R:3
C -3.096958 2.620277 -2.864686 -0.74 0.88 -0.15
C -2.195337 1.445037 -2.924606 0.23 0.60 -0.01
O -1.098218 1.795641 -2.073355 -0.57 -0.87 -0.84
C -0.316429 0.736743 -1.813504 -1.55 -0.75 -1.26
O -0.616551 -0.361053 -2.268326 1.03 1.92 1.05
C 0.833289 1.296905 -0.978305 0.73 -0.29 -5.31
C 0.757853 2.746748 -1.032417 -0.03 5.00 1.68
N 0.594871 3.828365 -0.563034 0.73 -3.34 -2.55
C 2.115656 0.597114 -1.756674 0.08 0.69 0.98
C 2.113218 -0.711513 -2.270357 0.78 -0.47 -0.66
C 3.321966 -1.294981 -2.764477 -0.62 1.21 1.02
C 4.547426 -0.674037 -2.476844 -0.26 -0.73 -0.62
C 4.534971 0.607592 -1.960859 -0.01 0.96 -0.20
C 3.327566 1.302554 -1.795107 0.03 -0.12 0.45
C 0.516409 1.149149 0.430675 -0.26 -0.49 4.69
C 1.526768 0.134612 0.856108 0.53 -1.04 0.75
C 1.264000 -1.216221 0.426960 2.44 2.40 1.40
O 0.253356 -1.594056 -0.084481 -0.89 -1.48 -0.31
O 2.370137 -2.039681 0.573095 0.47 -1.08 0.25
C 3.458827 -1.594752 1.395773 -0.28 0.71 -1.02
C 4.683712 -2.439555 1.073082 -0.13 0.05 -0.05
C 3.096722 -1.607618 2.867918 0.17 0.10 0.50
O 3.873651 -0.266770 0.990777 0.05 -0.27 0.59
C 2.877327 0.681729 0.929128 -2.12 -1.41 0.21
O 3.157365 1.861980 0.852773 0.56 0.15 0.34
C -0.989671 0.924714 0.768554 1.03 -0.72 0.82
C -1.105506 0.005338 1.799822 -1.11 -0.29 0.29
C -2.332292 -0.482477 2.218956 -0.43 0.12 0.05
C -3.523555 -0.139708 1.523834 1.83 0.72 -0.59
N -4.709052 -0.728245 1.846345 -1.08 -0.22 0.53
C -4.816021 -1.688054 2.924532 0.13 -0.12 -0.40
C -5.860234 -0.609063 0.991368 0.25 -0.01 -0.12
C -3.396254 0.873338 0.513236 -0.61 -0.66 1.22
C -2.173811 1.505409 0.299977 0.20 0.39 -0.21
H -3.821392 2.580507 -3.667170 -0.35 -0.04 -0.20
H -3.629547 2.716418 -1.920960 -0.08 -0.28 0.09
H -2.554239 3.549727 -2.970772 0.32 0.22 -0.18
H -2.716655 0.541529 -2.603379 0.41 -0.04 -0.04
H -1.730395 1.339324 -3.906373 -0.47 -0.38 -0.17
H 1.198387 -1.304916 -2.311241 0.46 0.35 0.04
H 3.279071 -2.228470 -3.303845 -0.01 -0.22 0.20
H 5.500662 -1.184323 -2.716426 -0.65 0.37 0.24
H 5.470945 1.101535 -1.673062 -0.38 -0.09 -0.38
H 3.321050 2.370468 -1.566629 0.15 -0.45 0.26
H 0.743078 1.980810 1.157902 0.29 -0.12 -1.75
H 4.962708 -2.273312 0.030821 -0.14 -0.07 0.06
H 5.512518 -2.104609 1.701314 -0.09 -0.03 -0.02
H 4.509826 -3.501110 1.245442 -0.12 0.01 0.02
H 2.407743 -0.799258 3.118219 0.01 -0.15 -0.14
H 2.658352 -2.559475 3.176177 0.02 0.01 -0.22
H 4.013227 -1.457776 3.445682 -0.06 0.01 -0.01
H -0.199375 -0.318610 2.305754 -0.21 -0.07 -0.17
H -2.347060 -1.147295 3.085427 -0.11 0.10 -0.40
H -4.328792 -1.362817 3.839247 0.10 0.19 0.05
H -5.868686 -1.839085 3.141941 -0.08 0.02 0.12
H -4.400643 -2.662757 2.648008 0.16 -0.11 0.05
H -5.635586 -0.964937 -0.022578 -0.11 0.06 -0.03
H -6.628870 -1.243591 1.423849 -0.23 0.11 -0.25
H -6.236239 0.419033 0.921791 0.02 -0.05 0.02
H -4.284659 1.194256 -0.044059 0.34 0.12 0.43
H -2.190613 2.493256 -0.190969 0.24 -0.98 -0.13
```
Positions in Å, forces in eV/Å.

Computed properties:
Orbital gap   6.6131 eV
F_max   5.4 eV/Å
Total energy   -1567.87254 a.u.
Energy relative to the best compared isomer or geometry (same formula, charge and spin)   120.15 kJ/mol
HOMO level   -3.96 eV
Charge   -1

---

> Number 3 is which compound?

C26H27N2O6